This record from OMol25 describes a molecular structure, C42H77N9O2. The level of theory is ωB97M-V/def2-TZVPD.

Geometry as XYZ:
```
130
Properties=species:S:1:pos:R:3
C 20.470 -19.641 -26.647
C 21.814 -19.760 -25.951
C 22.227 -21.258 -25.949
O 22.841 -18.930 -26.499
H 19.704 -20.303 -26.242
H 20.603 -19.747 -27.724
H 20.055 -18.636 -26.574
H 21.572 -19.479 -24.926
H 23.280 -21.360 -25.684
H 22.054 -21.761 -26.900
H 21.699 -21.765 -25.141
C 25.364 -20.605 -22.871
C 24.350 -20.669 -24.020
C 23.174 -19.806 -23.646
O 24.977 -20.385 -25.237
H 24.951 -20.783 -21.879
H 25.769 -19.593 -22.835
H 26.225 -21.268 -22.961
H 23.960 -21.686 -24.069
H 22.404 -19.992 -24.395
H 23.406 -18.745 -23.561
H 22.789 -20.235 -22.722
C 18.480 -19.731 -22.691
C 19.391 -20.042 -23.881
C 20.635 -20.828 -23.429
C 21.427 -20.191 -22.360
N 22.075 -19.673 -21.548
H 18.049 -20.639 -22.269
H 17.679 -19.013 -22.869
H 19.131 -19.244 -21.966
H 19.723 -19.103 -24.322
H 18.785 -20.541 -24.638
H 21.307 -20.998 -24.271
H 20.348 -21.785 -22.992
C 21.610 -16.712 -27.883
C 20.102 -16.946 -27.819
C 19.577 -17.079 -26.418
C 19.918 -15.934 -25.578
N 20.109 -14.987 -24.921
H 22.156 -17.432 -27.274
H 21.844 -15.708 -27.530
H 21.989 -16.805 -28.901
H 19.890 -17.868 -28.360
H 19.508 -16.211 -28.362
H 19.959 -17.927 -25.849
H 18.494 -17.204 -26.401
C 20.729 -22.974 -29.254
C 20.894 -22.289 -27.875
C 19.988 -22.838 -26.831
C 18.531 -22.879 -27.129
N 17.405 -22.987 -27.432
H 20.836 -24.052 -29.139
H 21.410 -22.510 -29.967
H 19.779 -22.815 -29.765
H 20.592 -21.267 -28.104
H 21.920 -22.259 -27.509
H 20.097 -22.145 -25.997
H 20.313 -23.831 -26.521
C 22.345 -16.684 -22.904
C 21.628 -16.453 -24.251
C 21.973 -17.606 -25.226
C 23.394 -17.794 -25.570
N 24.516 -17.924 -25.770
H 22.000 -17.634 -22.496
H 21.997 -15.912 -22.217
H 23.428 -16.728 -23.011
H 22.023 -15.507 -24.622
H 20.552 -16.381 -24.093
H 21.457 -17.507 -26.181
H 21.767 -18.567 -24.756
C 21.497 -22.438 -23.564
C 22.201 -23.618 -24.200
C 22.682 -23.242 -25.606
C 22.951 -24.381 -26.492
N 23.154 -25.306 -27.111
H 20.586 -22.175 -24.102
H 22.148 -21.565 -23.543
H 21.146 -22.647 -22.554
H 21.611 -24.534 -24.164
H 23.015 -23.951 -23.557
H 23.526 -22.559 -25.516
H 21.873 -22.784 -26.177
C 22.808 -23.790 -28.913
C 23.782 -22.861 -29.610
C 24.916 -22.367 -28.689
C 24.562 -21.788 -27.369
N 24.241 -21.306 -26.383
H 21.923 -24.017 -29.508
H 22.380 -23.355 -28.009
H 23.290 -24.710 -28.582
H 23.222 -21.998 -29.970
H 24.173 -23.406 -30.469
H 25.495 -21.595 -29.196
H 25.574 -23.201 -28.445
C 18.323 -20.210 -26.719
C 18.237 -18.883 -25.880
C 17.150 -19.064 -24.735
C 15.757 -19.508 -25.159
N 14.660 -19.743 -25.456
H 17.349 -20.412 -27.166
H 18.646 -21.110 -26.197
H 19.011 -20.057 -27.551
H 18.072 -18.065 -26.581
H 19.173 -18.635 -25.379
H 17.144 -18.150 -24.142
H 17.434 -19.859 -24.045
C 18.270 -21.166 -29.182
C 19.446 -20.182 -29.272
C 19.015 -18.732 -29.318
C 18.245 -18.353 -30.518
N 17.604 -17.988 -31.392
H 17.880 -21.275 -28.170
H 18.520 -22.160 -29.553
H 17.522 -20.727 -29.842
H 20.026 -20.464 -30.151
H 20.105 -20.288 -28.410
H 19.917 -18.122 -29.279
H 18.358 -18.468 -28.489
C 21.905 -20.794 -30.502
C 22.052 -20.296 -29.009
C 22.423 -18.885 -28.807
C 21.629 -18.063 -29.693
N 20.977 -17.394 -30.382
H 21.155 -20.251 -31.078
H 21.598 -21.834 -30.613
H 22.793 -20.634 -31.113
H 22.637 -20.998 -28.414
H 21.106 -20.414 -28.481
H 23.466 -18.806 -29.112
H 22.354 -18.535 -27.777
```

Properties
Energy above the lowest of the compared OMol25 structures with the same formula, charge and spin (eV): 73.5328
E (Eh): -2287.00995
Net charge: -2
HOMO-LUMO gap (eV): 3.9

Mulliken atomic charge list, values in e, 6 entries:
1 C 1.699
2 C 2.686
3 C 0.459
4 O 0.284
5 H -1.032
6 H -0.536

This record from OMol25 describes a molecular structure, C42H78BrClI3N8O11P2Si. The level of theory is ωB97M-V/def2-TZVPD.

Geometry as XYZ:
```
147
Properties=species:S:1:pos:R:3
C 3.948 -4.525 -4.202
C 4.683 -3.224 -3.583
C 4.431 -3.091 -1.958
I 6.301 -3.419 -0.806
C 3.675 -1.746 -1.533
C 4.447 -0.405 -1.903
C 5.869 -0.379 -2.587
C 6.631 0.945 -2.942
P 8.356 0.712 -3.765
O 8.154 0.042 -5.341
Br 9.368 -0.824 -2.404
C 6.049 2.384 -2.631
Si 6.907 4.040 -3.019
C 8.605 4.034 -3.836
C 5.721 4.998 -4.239
C 7.077 5.115 -1.404
C 4.619 2.386 -1.936
C 3.838 3.721 -1.481
C 4.207 4.176 0.049
C 4.263 5.808 0.162
Cl 2.885 3.671 1.265
C 3.851 1.037 -1.593
C 2.434 0.998 -0.892
C 1.744 -0.365 -0.553
C 0.300 -0.185 0.141
I -1.418 -0.602 -1.180
C 0.101 0.226 1.494
C 1.344 0.573 2.445
I -1.997 0.338 2.166
N 2.361 -1.689 -0.847
P 1.607 -3.213 -0.418
O 1.316 -3.963 -1.748
O 2.766 -4.052 0.550
O 0.192 -3.207 0.464
H 4.656 -5.420 -4.131
H 3.637 -4.266 -5.272
H 2.992 -4.781 -3.607
H 5.830 -3.317 -3.716
H 4.352 -2.244 -4.080
H 3.853 -4.064 -1.733
H 6.388 -1.350 -2.878
H 7.215 0.239 -5.586
H 8.808 5.099 -4.253
H 8.560 3.358 -4.779
H 9.493 3.699 -3.196
H 5.362 5.917 -3.649
H 6.254 5.357 -5.183
H 4.768 4.372 -4.462
H 6.427 6.064 -1.461
H 8.172 5.504 -1.364
H 6.932 4.505 -0.450
H 4.063 4.641 -2.125
H 2.685 3.608 -1.545
H 5.169 3.678 0.431
H 3.621 6.171 1.051
H 3.885 6.327 -0.783
H 5.345 6.132 0.427
H 1.912 1.969 -0.608
H 0.942 1.277 3.273
H 1.671 -0.391 2.981
H 2.204 1.066 1.849
H 2.766 -5.008 0.297
H 0.307 -2.783 1.352
C -5.731 -3.097 -0.058
O -6.942 -2.964 -0.042
N -5.043 -3.967 -0.849
C -3.599 -4.063 -0.806
C -5.777 -4.824 -1.761
H -5.076 -2.496 0.595
H -3.199 -3.832 -1.796
H -3.318 -5.081 -0.525
H -3.182 -3.363 -0.078
H -6.352 -4.202 -2.452
H -6.472 -5.444 -1.188
H -5.093 -5.461 -2.323
C -8.084 -0.620 4.182
O -6.954 -0.229 3.929
N -8.653 -1.756 3.688
C -10.003 -2.154 4.036
C -7.885 -2.592 2.786
H -8.751 -0.060 4.855
H -9.971 -3.135 4.517
H -10.603 -2.213 3.123
H -10.462 -1.434 4.719
H -6.975 -2.923 3.295
H -7.603 -2.007 1.910
H -8.468 -3.460 2.476
C -11.389 1.368 5.884
O -11.070 0.280 5.438
N -10.963 1.889 7.070
C -11.389 3.194 7.534
C -10.056 1.113 7.892
H -12.074 2.038 5.339
H -10.509 3.830 7.663
H -11.902 3.081 8.492
H -12.067 3.662 6.818
H -9.144 0.908 7.324
H -10.530 0.162 8.150
H -9.805 1.657 8.804
C 0.506 1.984 6.456
O 0.606 1.104 5.618
N 0.750 3.309 6.241
C 0.608 4.297 7.291
C 1.162 3.742 4.921
H 0.199 1.764 7.491
H -0.140 5.034 6.988
H 1.570 4.794 7.444
H 0.294 3.832 8.227
H 0.389 3.470 4.197
H 2.091 3.231 4.650
H 1.319 4.821 4.903
C 9.727 3.023 0.200
O 8.731 2.728 -0.444
N 10.978 2.530 -0.017
C 12.114 2.928 0.790
C 11.177 1.576 -1.089
H 9.683 3.739 1.036
H 12.868 3.385 0.143
H 12.535 2.044 1.274
H 11.818 3.648 1.556
H 10.878 2.035 -2.036
H 10.548 0.702 -0.910
H 12.223 1.270 -1.144
C -9.633 -0.842 -3.937
O -9.311 -1.930 -4.379
N -9.212 -0.317 -2.750
C -9.641 0.988 -2.292
C -8.306 -1.089 -1.921
H -10.317 -0.175 -4.487
H -8.763 1.626 -2.162
H -10.158 0.877 -1.335
H -10.317 1.453 -3.012
H -7.393 -1.295 -2.485
H -8.779 -2.039 -1.663
H -8.059 -0.543 -1.010
C -1.646 -5.310 -4.105
O -2.857 -5.183 -4.096
N -0.945 -6.172 -4.890
C 0.497 -6.242 -4.822
C -1.657 -7.036 -5.811
H -0.997 -4.706 -3.450
H 0.910 -6.001 -5.806
H 0.794 -7.255 -4.538
H 0.887 -5.535 -4.088
H -2.230 -6.421 -6.509
H -2.350 -7.666 -5.248
H -0.958 -7.665 -6.365
```

Properties
E (Eh): -7811.87784
Net charge: +1
HOMO-LUMO gap (eV): 4.5

Mulliken atomic charge list, values in e, 6 entries:
1 C -0.714
2 C -0.207
3 C -1.227
4 I 0.241
5 C 0.682
6 C 0.461

This record from OMol25 describes 3 unconnected molecules or ions with the total composition C42H79NO9S2. The level of theory is ωB97M-V/def2-TZVPD.

Geometry as XYZ:
```
133
Properties=species:S:1:pos:R:3
C -3.175 -4.466 0.030
C -2.197 -5.631 -0.132
C -0.855 -5.331 -0.844
C -0.498 -3.862 -1.042
C -1.102 -3.210 -2.277
C -0.580 -1.788 -2.592
C -0.180 -1.001 -1.353
C -1.337 -0.817 -0.356
C -1.963 0.579 -0.259
C -1.235 1.487 0.748
C 0.286 1.589 0.745
C 0.741 2.051 2.161
C 0.881 0.867 3.102
N 1.920 -0.106 2.727
C 1.736 -1.407 3.407
C 0.790 -2.331 2.637
C 1.036 -3.814 2.963
C 2.289 -4.332 2.240
C 3.224 0.377 2.855
S 3.710 1.554 3.869
S 4.508 -0.453 1.984
C 3.796 -1.052 0.448
C 3.752 0.017 -0.649
C 3.891 -0.624 -2.024
C -3.368 0.379 0.360
O -3.356 -0.636 1.347
C -4.066 -0.337 2.485
C -5.440 -0.107 2.471
C -6.117 0.168 3.664
C -5.409 0.216 4.864
C -4.028 0.006 4.892
C -3.367 -0.275 3.691
O -2.289 1.184 -1.524
C -1.375 1.948 -2.180
C -1.001 1.482 -3.558
O -0.969 2.978 -1.753
H -3.572 -4.108 -0.913
H -4.027 -4.826 0.604
H -2.751 -3.656 0.616
H -2.713 -6.420 -0.676
H -2.016 -6.029 0.863
H -0.772 -5.884 -1.776
H -0.077 -5.745 -0.203
H 0.588 -3.810 -1.160
H -0.707 -3.313 -0.129
H -2.188 -3.201 -2.269
H -0.834 -3.846 -3.121
H -1.349 -1.267 -3.155
H 0.294 -1.876 -3.235
H 0.597 -1.580 -0.858
H 0.304 -0.058 -1.582
H -2.123 -1.507 -0.648
H -0.987 -1.041 0.642
H -1.541 1.122 1.728
H -1.674 2.478 0.649
H 0.789 0.646 0.563
H 0.652 2.335 0.048
H 1.648 2.642 2.117
H -0.084 2.646 2.550
H 1.033 1.164 4.142
H -0.070 0.333 3.068
H 2.701 -1.898 3.473
H 1.345 -1.203 4.405
H 0.943 -2.191 1.572
H -0.239 -2.041 2.854
H 1.183 -3.885 4.038
H 0.156 -4.375 2.661
H 2.198 -5.385 1.996
H 3.158 -4.162 2.869
H 2.449 -3.777 1.320
H 4.447 -1.845 0.083
H 2.831 -1.522 0.599
H 4.606 0.665 -0.477
H 2.833 0.586 -0.618
H 4.922 -0.899 -2.234
H 3.592 0.052 -2.822
H 3.301 -1.535 -2.110
H -3.664 1.340 0.782
H -4.088 0.170 -0.432
H -5.962 -0.141 1.525
H -7.182 0.328 3.652
H -5.916 0.415 5.796
H -3.463 0.062 5.807
H -2.300 -0.447 3.702
H -0.918 2.382 -4.160
H -1.765 0.861 -4.007
H -0.025 1.012 -3.556
C 8.125 -4.286 -5.833
O 7.317 -3.531 -6.708
C 5.933 -3.571 -6.412
C 5.280 -2.211 -6.533
O 5.641 -1.264 -5.541
C 6.959 -0.736 -5.533
C 7.306 0.176 -6.690
O 7.420 -0.526 -7.915
C 6.824 0.120 -9.018
H 8.110 -5.349 -6.096
H 9.146 -3.918 -5.928
H 7.814 -4.163 -4.790
H 5.761 -3.965 -5.404
H 5.449 -4.245 -7.131
H 4.206 -2.362 -6.391
H 5.405 -1.802 -7.537
H 7.702 -1.527 -5.420
H 7.005 -0.127 -4.627
H 8.277 0.642 -6.474
H 6.554 0.969 -6.763
H 5.856 0.558 -8.755
H 6.665 -0.628 -9.793
H 7.479 0.903 -9.416
C -3.830 3.330 3.783
O -3.884 4.635 4.318
C -3.283 5.628 3.506
C -4.115 6.889 3.439
O -5.332 6.780 2.718
C -6.395 6.011 3.255
C -7.069 6.593 4.479
O -6.238 6.543 5.625
C -6.257 7.713 6.413
H -2.851 2.872 3.966
H -4.592 2.735 4.279
H -4.045 3.328 2.708
H -3.114 5.254 2.490
H -2.309 5.885 3.943
H -3.530 7.626 2.883
H -4.278 7.307 4.434
H -6.090 4.978 3.428
H -7.147 5.992 2.462
H -7.968 5.997 4.686
H -7.380 7.621 4.266
H -6.241 8.616 5.795
H -5.363 7.706 7.036
H -7.138 7.736 7.064
```

Properties
E (Eh): -3175.85307
Structure (SMILES): CCCCCCCC[C@](CCCCN(CCCC)C(=S)SCCC)(COc1ccccc1)OC(C)=O.COCCOCCOC.COCCOCCOC
HOMO-LUMO gap (eV): 8.5

Mulliken atomic charge list, values in e, 6 entries:
1 C -0.959
2 C -0.494
3 C -1.152
4 C 0.754
5 C -0.706
6 C -1.589

Record order is preserved below.
F_max: 11.72, 6.53, 1.65 eV Å⁻¹